C20H38BrN7O12 | ωB97M-V/def2-TZVPD

Properties
Max |F| (Eh/bohr): 0.07455
Charge: 0
HOMO (Eh): -0.392
Energy above the lowest of the compared OMol25 structures with the same formula, charge and spin (kcal/mol): 0.0
Calculated total energy (a.u.): -4644.5525
Structure (SMILES): CCCCCCC[C@@](C#N)(CCCC(=O)O)[C@@H](Br)C#N.C[N+](=O)[O-].C[N+](=O)[O-].C[N+](=O)[O-].C[N+](=O)[O-].C[N+](=O)[O-]

Each line ends with the Mulliken charge.
Cartesian coordinates (Å):
C -0.217 0.285 -2.959  -0.156
C -0.322 1.638 -3.647  -0.423
C 0.452 2.755 -2.909  -0.403
C -0.461 3.887 -2.406  -1.135
C -0.321 4.262 -0.935  -0.958
C -0.842 3.210 0.061  -0.220
C -0.039 3.212 1.379  -2.126
C 0.557 1.871 1.859  2.683
C 1.309 1.282 0.767  -0.582
N 2.016 0.834 -0.047  -0.535
C 1.524 2.184 3.019  -1.858
C 2.529 1.079 3.357  -0.942
C 3.860 1.199 2.625  -0.115
C 4.399 2.588 2.579  0.222
O 4.645 3.268 3.547  -0.567
O 4.555 3.072 1.304  -0.394
C -0.638 0.975 2.295  0.171
Br -1.091 -0.453 1.033  -0.101
C -0.453 0.327 3.577  -0.126
N -0.233 -0.217 4.596  -0.426
H 0.766 -0.158 -3.061  0.263
H -0.390 0.432 -1.903  -0.130
H -0.971 -0.407 -3.312  -0.141
H -1.364 1.918 -3.628  0.158
H 0.029 1.531 -4.663  0.409
H 1.027 2.369 -2.079  0.035
H 1.140 3.180 -3.626  0.520
H -1.505 3.692 -2.624  0.482
H -0.199 4.786 -2.954  0.374
H -0.895 5.173 -0.814  0.404
H 0.702 4.529 -0.698  0.437
H -0.911 2.245 -0.427  0.079
H -1.857 3.505 0.290  0.477
H -0.727 3.503 2.164  0.514
H 0.729 3.970 1.353  0.684
H 2.000 3.127 2.796  0.760
H 0.921 2.375 3.897  0.422
H 2.651 1.019 4.426  0.505
H 2.087 0.138 3.058  0.409
H 3.813 0.747 1.656  -0.096
H 4.587 0.613 3.173  0.622
H 5.443 3.433 1.230  0.338
H -1.528 1.576 2.364  0.528
C -2.460 -2.306 -6.540  -0.790
N -2.332 -1.567 -5.257  0.898
O -2.566 -0.382 -5.253  -0.520
O -1.996 -2.214 -4.282  -0.572
H -2.759 -1.608 -7.312  0.340
H -1.492 -2.744 -6.760  0.299
H -3.206 -3.077 -6.395  0.299
C -3.872 -3.145 0.950  -0.684
N -4.906 -3.384 -0.093  0.898
O -4.533 -3.785 -1.175  -0.513
O -6.053 -3.162 0.213  -0.536
H -2.902 -3.384 0.532  0.265
H -3.927 -2.099 1.235  0.253
H -4.105 -3.788 1.793  0.313
C -2.734 -5.603 -3.536  -0.696
N -2.195 -5.711 -4.917  0.941
O -1.143 -6.281 -5.079  -0.546
O -2.857 -5.203 -5.798  -0.551
H -2.043 -6.094 -2.862  0.301
H -2.828 -4.545 -3.310  0.250
H -3.706 -6.086 -3.528  0.298
C -0.695 -0.607 7.716  -0.710
N -0.627 -0.672 9.202  0.867
O 0.229 -1.369 9.699  -0.521
O -1.439 -0.016 9.817  -0.530
H 0.082 -1.235 7.302  0.338
H -1.679 -0.957 7.422  0.279
H -0.553 0.428 7.428  0.271
C 4.485 -1.194 -1.582  -0.540
N 4.854 -1.726 -0.243  0.904
O 4.951 -2.924 -0.109  -0.556
O 5.022 -0.907 0.634  -0.540
H 4.361 -2.030 -2.260  0.312
H 3.559 -0.636 -1.462  0.148
H 5.289 -0.540 -1.904  0.268

C20H38ClN4O4 | ωB97M-V/def2-TZVPD

Properties
Max |F| (Eh/bohr): 0.03993
Charge: +1
HOMO (Eh): -0.410
Calculated total energy (a.u.): -1764.5820

Each line ends with the natural charge from an NBO analysis.
Cartesian coordinates (Å):
C 4.479 2.445 -1.667  -0.475
C 4.344 1.060 -1.658  0.050
N 3.559 0.480 -0.679  -0.411
Cl 4.167 -0.835 0.262  0.212
C 2.302 0.902 -0.367  0.560
N 1.570 0.310 0.581  -0.450
C 0.428 0.983 0.617  0.278
N 0.434 1.946 -0.289  -0.306
N 1.619 1.910 -0.925  -0.332
H 5.044 2.905 -0.860  0.240
H 4.000 3.050 -2.428  0.211
H 4.905 0.400 -2.319  0.218
H -0.415 0.789 1.261  0.258
H -0.296 2.614 -0.502  0.470
H 1.880 2.557 -1.651  0.466
C -0.795 4.760 -4.628  -0.431
C -2.147 4.106 -4.352  -0.431
C -1.739 2.803 -3.685  -0.069
O -0.507 3.076 -2.983  -0.596
C 0.004 4.356 -3.401  -0.073
H -0.847 5.839 -4.759  0.234
H -0.350 4.329 -5.527  0.213
H -2.723 4.722 -3.657  0.208
H -2.748 3.949 -5.244  0.238
H -1.545 2.021 -4.422  0.182
H -2.483 2.434 -2.979  0.192
H -0.142 5.070 -2.583  0.169
H 1.075 4.272 -3.603  0.174
C 5.485 -2.077 3.592  -0.436
C 4.101 -1.450 3.738  -0.434
C 3.661 -1.983 5.095  -0.067
O 4.849 -2.148 5.868  -0.529
C 5.997 -2.028 5.026  -0.066
H 6.137 -1.553 2.893  0.212
H 5.392 -3.114 3.260  0.205
H 4.187 -0.361 3.773  0.198
H 3.409 -1.712 2.938  0.211
H 3.174 -2.960 4.999  0.167
H 2.981 -1.309 5.617  0.184
H 6.483 -1.071 5.241  0.166
H 6.698 -2.830 5.255  0.191
C -1.496 -1.725 -1.226  -0.453
C -1.807 -2.918 -2.124  -0.429
C -3.201 -2.562 -2.626  -0.067
O -3.263 -1.130 -2.674  -0.535
C -2.145 -0.580 -1.990  -0.064
H -0.428 -1.570 -1.055  0.198
H -1.981 -1.849 -0.258  0.242
H -1.103 -2.953 -2.959  0.201
H -1.771 -3.877 -1.611  0.224
H -3.974 -2.915 -1.936  0.169
H -3.411 -2.965 -3.616  0.192
H -1.458 -0.160 -2.738  0.154
H -2.484 0.230 -1.336  0.164
C -5.261 -1.244 2.652  -0.431
C -4.768 -2.652 2.969  -0.430
C -3.713 -2.863 1.894  -0.070
O -3.160 -1.569 1.608  -0.562
C -3.977 -0.558 2.211  -0.067
H -5.739 -0.745 3.493  0.226
H -5.973 -1.276 1.825  0.208
H -4.306 -2.671 3.959  0.206
H -5.551 -3.408 2.945  0.228
H -4.155 -3.258 0.974  0.168
H -2.914 -3.534 2.210  0.189
H -3.435 -0.145 3.069  0.162
H -4.152 0.243 1.491  0.179

C20H38F4O10 | ωB97M-V/def2-TZVPD

Properties
Max |F| (Eh/bohr): 0.15652
Charge: 0
HOMO (Eh): -0.346
Calculated total energy (a.u.): -1936.0829
Structure (SMILES): O=C1C=CC(=O)c2c1cccc2C(F)(F)C(F)F.CO.CO.CO.CO.CO.CO.CO.CO

Each line ends with the Mulliken charge.
Cartesian coordinates (Å):
O -5.522 1.240 -1.566  -0.588
C -4.284 0.995 -1.129  0.530
C -3.790 -0.546 -0.784  -0.253
C -2.342 -0.883 -0.590  -0.023
C -1.103 0.227 -0.746  0.544
O 0.115 -0.255 -1.004  -0.566
C -1.528 1.805 -0.615  0.683
C -3.142 2.182 -0.836  -0.072
C -3.707 3.727 -0.780  -0.512
C -2.690 4.986 -0.502  -0.508
C -1.088 4.587 -0.234  -0.520
C -0.508 3.046 -0.285  -0.045
C 1.091 2.807 -0.011  0.896
F 1.411 1.669 0.884  -0.249
F 1.575 4.042 0.711  -0.323
C 1.889 2.795 -1.450  0.306
F 2.543 4.147 -1.613  -0.303
F 0.924 2.698 -2.598  -0.260
H -4.595 -1.420 -0.683  0.223
H -2.100 -2.013 -0.345  0.042
H -4.850 4.011 -0.968  0.304
H -3.037 6.121 -0.484  0.294
H -0.379 5.525 -0.032  0.306
H 2.768 2.018 -1.516  0.206
C -7.657 -3.294 -1.018  -0.585
O -6.481 -2.507 -0.962  -0.471
H -7.378 -4.350 -1.006  0.217
H -8.285 -3.075 -0.151  0.253
H -8.200 -3.073 -1.940  0.246
H -6.760 -1.576 -0.974  0.280
C 6.211 3.033 -0.815  -0.445
O 5.453 4.054 -0.194  -0.491
H 7.088 2.817 -0.200  0.243
H 5.601 2.130 -0.906  0.225
H 6.535 3.368 -1.803  0.219
H 4.682 4.224 -0.761  0.275
C 8.696 4.966 -4.233  -0.540
O 8.507 4.194 -3.061  -0.491
H 8.777 4.295 -5.091  0.207
H 7.842 5.633 -4.373  0.261
H 9.616 5.549 -4.142  0.248
H 8.439 4.817 -2.317  0.299
C -0.648 -4.665 -2.094  -0.572
O -1.357 -3.906 -1.131  -0.478
H 0.312 -4.183 -2.289  0.272
H -0.476 -5.673 -1.709  0.224
H -1.226 -4.711 -3.020  0.240
H -2.204 -4.357 -0.978  0.257
C -0.005 0.232 3.883  -0.500
O 0.240 1.623 3.785  -0.539
H -0.572 0.035 4.796  0.267
H -0.585 -0.099 3.018  0.123
H 0.946 -0.304 3.924  0.302
H 0.744 1.767 2.966  0.298
C -2.041 -8.173 -3.689  -0.556
O -2.469 -7.232 -2.721  -0.447
H -1.691 -7.637 -4.574  0.221
H -1.223 -8.771 -3.280  0.266
H -2.877 -8.820 -3.965  0.255
H -2.775 -7.737 -1.948  0.273
C 3.026 0.770 6.696  -0.551
O 2.995 1.669 5.602  -0.495
H 3.848 1.046 7.360  0.242
H 2.082 0.830 7.244  0.238
H 3.182 -0.247 6.329  0.244
H 2.256 1.399 5.031  0.321
C -1.498 -3.040 3.322  -0.413
O -1.926 -2.099 4.289  -0.492
H -1.148 -2.504 2.436  0.055
H -0.680 -3.638 3.731  0.304
H -2.334 -3.687 3.046  0.291
H -2.231 -2.604 5.063  0.286

C20H38MnN4O2SSb | ωB97M-V/def2-TZVPD

Properties
Max |F| (Eh/bohr): 0.01314
Charge: +1
HOMO (spin up / spin down) (Eh): -0.378 / -0.371
Energy above the lowest of the compared OMol25 structures with the same formula, charge and spin (kcal/mol): 5.1
Calculated total energy (a.u.): -2943.5663
Multiplicity: 2

Each line ends with the natural charge from an NBO analysis.
Cartesian coordinates (Å):
Mn 0.273 -0.227 -0.133  0.816
N -0.561 3.307 2.184  -0.766
C -0.432 2.284 1.330  0.311
S 0.723 1.036 1.732  -0.269
N -1.137 2.348 0.210  -0.433
N -0.908 1.286 -0.586  -0.218
C -1.420 1.286 -1.757  -0.034
C -1.037 0.179 -2.614  0.231
C -1.473 0.042 -3.924  -0.233
C -1.038 -1.032 -4.677  -0.137
C -0.180 -1.956 -4.097  -0.237
C 0.213 -1.753 -2.791  0.049
N -0.183 -0.704 -2.063  -0.521
H -0.185 3.209 3.110  0.413
H -1.319 3.954 2.037  0.411
H -2.069 2.096 -2.070  0.223
H -2.151 0.782 -4.330  0.238
H -1.362 -1.156 -5.702  0.238
H 0.177 -2.816 -4.646  0.240
H 0.882 -2.448 -2.298  0.201
C 2.560 -2.481 0.033  -0.242
O 1.258 -2.022 0.395  -0.593
C 0.421 -3.020 0.977  -0.093
C -0.636 -2.291 1.756  -0.094
O -1.364 -1.420 0.894  -0.552
C -2.544 -1.984 0.332  -0.244
H 3.109 -2.785 0.924  0.200
H 3.071 -1.653 -0.445  0.212
H 2.492 -3.324 -0.659  0.183
H 1.002 -3.665 1.639  0.209
H -0.015 -3.628 0.178  0.185
H -0.166 -1.653 2.504  0.223
H -1.296 -3.004 2.256  0.206
H -3.206 -2.327 1.128  0.197
H -2.314 -2.817 -0.338  0.177
H -3.037 -1.194 -0.229  0.207
C 5.368 2.259 -1.040  -0.625
C 4.137 1.840 -0.241  -0.517
C 4.378 0.522 0.488  -0.621
Sb 2.295 1.687 -1.396  1.151
C 2.892 1.206 -3.440  -0.527
C 3.495 -0.198 -3.426  -0.624
C 3.803 2.206 -4.147  -0.626
C 1.695 3.771 -1.518  -0.508
C 2.874 4.739 -1.516  -0.626
C 0.778 3.979 -2.721  -0.623
H 6.210 2.432 -0.362  0.220
H 5.210 3.175 -1.607  0.216
H 5.669 1.473 -1.736  0.200
H 3.889 2.612 0.491  0.223
H 4.654 -0.266 -0.218  0.190
H 3.500 0.203 1.051  0.207
H 5.207 0.628 1.195  0.222
H 1.924 1.179 -3.953  0.210
H 4.475 -0.200 -2.942  0.207
H 3.636 -0.567 -4.448  0.219
H 2.856 -0.912 -2.901  0.194
H 4.790 2.244 -3.687  0.213
H 3.391 3.215 -4.147  0.209
H 3.942 1.911 -5.192  0.215
H 1.116 3.907 -0.601  0.225
H 3.506 4.610 -2.395  0.204
H 3.495 4.630 -0.627  0.214
H 2.501 5.768 -1.534  0.221
H 1.320 3.872 -3.662  0.205
H 0.357 4.988 -2.697  0.223
H -0.056 3.274 -2.726  0.200

C20H39Cl3GaN3O3Si | ωB97M-V/def2-TZVPD

Properties
Max |F| (Eh/bohr): 0.04308
Charge: 0
HOMO (Eh): -0.300
Energy above the lowest of the compared OMol25 structures with the same formula, charge and spin (kcal/mol): 0.0
Calculated total energy (a.u.): -4770.5516

Each line ends with the natural charge from an NBO analysis.
Cartesian coordinates (Å):
C 0.529 -1.107 -3.248  -0.660
C 1.433 0.070 -3.045  0.033
H 0.011 -1.049 -4.208  0.207
H -0.197 -1.163 -2.425  0.245
H 1.089 -2.059 -3.220  0.219
C 1.714 1.003 -3.970  -0.212
C 1.187 1.030 -5.363  -0.642
H 2.404 1.816 -3.729  0.199
H 0.372 0.312 -5.515  0.207
H 1.970 0.811 -6.101  0.213
H 0.808 2.033 -5.598  0.206
Ga 0.634 -0.436 0.910  1.637
Cl 1.813 -2.303 0.864  -0.570
Cl -1.553 -0.655 0.548  -0.586
H -0.184 0.158 6.317  0.203
H -0.207 -2.368 6.547  0.205
C -0.864 0.076 5.459  -0.425
C -0.898 -2.403 5.690  -0.405
N -0.711 -1.240 4.838  -0.381
H -0.658 0.865 4.728  0.253
C -0.243 -1.379 3.603  0.560
O 0.055 -0.363 2.905  -0.720
H -0.703 -3.301 5.091  0.222
H -0.119 -2.409 3.239  0.186
H -1.888 0.171 5.838  0.211
H -1.932 -2.430 6.073  0.209
H -1.283 1.205 -2.151  0.223
H 0.316 3.438 -2.811  0.207
C -1.801 1.940 -1.511  -0.424
C -0.483 3.893 -2.202  -0.407
N -0.877 2.993 -1.139  -0.412
H -2.176 1.423 -0.622  0.255
C -0.383 3.162 0.111  0.549
O -0.534 2.378 1.050  -0.666
H -0.106 4.826 -1.763  0.201
H 0.195 4.103 0.210  0.109
H -2.631 2.374 -2.101  0.185
H -1.341 4.104 -2.854  0.204
O 0.992 0.450 -0.776  -0.964
C 2.025 0.142 -1.653  0.050
C 2.990 2.495 -1.358  -0.193
C 3.191 1.119 -1.484  -0.029
H 1.962 2.869 -1.297  0.210
C 4.105 3.347 -1.344  -0.234
H 2.438 -0.859 -1.447  0.168
C 4.485 0.585 -1.484  -0.212
H 3.941 4.419 -1.237  0.208
C 5.398 2.821 -1.450  -0.232
C 5.587 1.437 -1.510  -0.209
H 4.582 -0.504 -1.485  0.218
H 6.264 3.495 -1.483  0.213
H 6.591 1.009 -1.566  0.213
Si -3.701 -3.224 0.528  1.631
Cl -2.792 -2.833 -1.339  -0.408
C -4.782 -1.789 1.074  -1.140
C -2.432 -3.752 1.813  -1.139
C -4.799 -4.680 0.005  -1.128
H -4.290 -0.819 0.941  0.264
H -5.027 -1.888 2.140  0.234
H -5.725 -1.781 0.506  0.241
H -5.625 -4.336 -0.644  0.241
H -5.250 -5.214 0.858  0.227
H -4.218 -5.417 -0.577  0.245
H -1.669 -2.973 1.979  0.245
H -1.913 -4.659 1.477  0.249
H -2.927 -3.958 2.780  0.229
N 1.838 1.049 1.786  -1.094
H 2.469 0.689 2.504  0.397
H 1.153 1.688 2.223  0.437
H 2.376 1.553 1.077  0.423

C20H39ClN5O | ωB97M-V/def2-TZVPD

Properties
Max |F| (Eh/bohr): 0.00929
Charge: +1
HOMO (Eh): -0.470
Calculated total energy (a.u.): -1594.4135

Each line ends with the natural charge from an NBO analysis.
Cartesian coordinates (Å):
C 3.167 1.370 0.374  -0.252
O 2.048 1.248 1.238  -0.541
C 1.255 2.392 1.344  -0.048
C -0.221 2.106 0.959  -0.275
C -0.351 1.059 -0.158  -0.182
Cl -0.066 -0.583 0.494  -0.013
C -1.723 1.006 -0.857  -0.458
C -2.515 2.305 -0.978  -0.241
N -2.304 3.186 0.221  -0.492
C -0.846 3.426 0.529  -0.046
C -0.711 4.604 1.510  -0.237
N 0.180 5.616 0.963  -0.827
H 3.686 0.411 0.384  0.215
H 3.858 2.148 0.721  0.185
H 2.858 1.600 -0.657  0.162
H 1.642 3.174 0.666  0.162
H 1.305 2.794 2.364  0.197
H -0.770 1.737 1.841  0.221
H 0.442 1.232 -0.894  0.226
H -2.343 0.262 -0.348  0.242
H -1.564 0.624 -1.869  0.255
H -2.235 2.909 -1.845  0.220
H -3.581 2.091 -1.032  0.283
H -2.759 2.759 1.035  0.429
H -2.770 4.083 0.064  0.441
H -0.431 3.737 -0.440  0.229
H -0.428 4.225 2.504  0.193
H -1.693 5.077 1.638  0.196
H 1.117 5.257 0.810  0.364
H 0.266 6.409 1.590  0.384
C 3.290 -1.063 3.243  -0.612
C 3.550 -2.561 3.327  -0.385
C 5.047 -2.871 3.445  -0.513
C 5.758 -2.353 2.274  0.305
N 6.307 -1.902 1.370  -0.358
H 3.833 -0.626 2.404  0.203
H 2.231 -0.852 3.095  0.217
H 3.616 -0.548 4.150  0.205
H 3.173 -3.055 2.427  0.216
H 3.023 -3.004 4.174  0.215
H 5.228 -3.944 3.517  0.261
H 5.474 -2.401 4.333  0.244
C -6.219 -2.191 -1.473  -0.613
C -7.282 -1.464 -2.283  -0.380
C -6.702 -0.328 -3.136  -0.519
C -6.093 0.720 -2.317  0.359
N -5.631 1.558 -1.679  -0.425
H -5.735 -1.518 -0.762  0.203
H -6.659 -3.010 -0.905  0.230
H -5.449 -2.613 -2.122  0.207
H -8.051 -1.056 -1.624  0.214
H -7.782 -2.157 -2.961  0.222
H -7.472 0.141 -3.751  0.264
H -5.934 -0.710 -3.812  0.250
C 2.751 -3.877 -3.253  -0.614
C 2.333 -2.821 -2.239  -0.376
C 3.227 -2.801 -0.991  -0.516
C 3.138 -4.051 -0.236  0.290
N 3.058 -5.023 0.371  -0.335
H 2.690 -4.878 -2.823  0.220
H 2.108 -3.850 -4.132  0.217
H 3.779 -3.717 -3.583  0.209
H 1.299 -2.987 -1.927  0.205
H 2.374 -1.829 -2.695  0.200
H 2.938 -1.986 -0.324  0.242
H 4.271 -2.640 -1.269  0.257